(1)
The following is a quantum chemistry calculation of the ion C12H9OS with charge +1 at a distorted geometry, from the Open Molecules 2025 dataset.

**Frontier orbital gap**: 5.6 eV
**LUMO energy**: -6.1 eV
**Energy above the lowest of the compared OMol25 structures with the same formula, charge and spin**: 0.00 kJ/mol
**Net charge**: +1
**Largest force on an atom**: 4.67 eV/A
**Highest occupied orbital energy**: -0.4289 hartree

```
23
Properties=species:S:1:pos:R:3:lowdin_charge:R:1
C -2.20 2.62 0.06 -0.05
C -0.96 3.10 -0.45 -0.03
C -2.36 1.29 0.35 -0.05
C 0.20 2.33 -0.40 0.04
C 1.26 -2.31 0.00 -0.02
C -1.05 -1.06 0.50 -0.12
C 2.68 -2.42 -0.29 -0.10
C -1.29 0.43 0.26 -0.13
C 0.61 -1.14 0.08 -0.13
C -2.28 -1.76 0.14 -0.40
C -0.04 0.98 -0.11 -0.16
C 3.51 -1.36 -0.19 0.09
O 1.05 0.12 -0.14 0.07
S -3.66 -2.29 -0.24 1.13
H -3.11 3.19 0.16 0.12
H -0.74 4.16 -0.66 0.13
H -3.22 0.80 0.69 0.09
H 1.07 2.83 -0.69 0.11
H 0.81 -3.18 0.17 0.08
H -1.01 -1.16 1.57 0.16
H 2.93 -3.37 -0.49 0.06
H 3.19 -0.44 0.07 0.02
H 4.60 -1.33 -0.40 0.09
```

=====

(2)
The following is a quantum chemistry calculation of a structure of composition C13H10BrN2O3Pt, from the Open Molecules 2025 dataset.

**Frontier orbital gap (spin up / spin down)**: 5.2 / 5.2 eV
**LUMO energy (spin up / spin down)**: 2.0 / 2.0 eV
**Energy above the lowest of the compared OMol25 structures with the same formula, charge and spin**: 61.31 kJ/mol
**Net charge**: -1
**Largest force on an atom**: 0.13 eV/A
**Highest occupied orbital energy (spin up / spin down)**: -0.1202 / -0.1200 hartree

```
30
Properties=species:S:1:pos:R:3:lowdin_charge:R:1
Pt 1.37 1.67 1.04 0.91
O 1.17 -1.99 -5.69 0.10
C 0.67 -2.63 -4.61 -0.48
O 0.34 -3.78 -4.71 0.10
C 0.55 -1.84 -3.35 -0.15
C 0.77 -0.46 -3.27 -0.02
C 0.66 0.21 -2.07 -0.08
C 0.32 -0.49 -0.91 -0.29
C 0.11 -1.87 -0.98 -0.01
C 0.22 -2.53 -2.19 -0.01
N 0.20 0.21 0.31 -0.20
C -0.84 -0.13 1.09 -0.14
C -1.02 0.62 2.26 -0.29
C -2.06 0.46 3.21 -0.05
C -2.10 1.28 4.30 -0.10
C -1.11 2.28 4.47 -0.09
C -0.12 2.39 3.53 -0.14
N -0.08 1.59 2.45 -0.11
H 1.45 -1.10 -5.45 0.08
H 1.01 0.13 -4.14 0.11
H 0.82 1.27 -2.01 0.05
H -0.11 -2.42 -0.08 0.11
H 0.06 -3.60 -2.25 0.12
H -1.57 -0.87 0.77 0.11
H -2.80 -0.31 3.05 0.10
H -2.89 1.17 5.03 0.09
H -1.12 2.94 5.32 0.09
H 0.69 3.11 3.55 0.09
O 2.19 3.04 1.92 -0.80
Br 3.21 1.64 -0.59 -0.12
```

=====

(3)
The following is a quantum chemistry calculation of a structure of composition C13H10Cl3GeN2O6Pb, from the Open Molecules 2025 dataset.

**Frontier orbital gap (spin up / spin down)**: 7.3 / 5.2 eV
**2S+1**: 2
**LUMO energy (spin up / spin down)**: -1.1 / -3.2 eV
**Net charge**: 0
**Largest force on an atom**: 0.73 eV/A
**Highest occupied orbital energy (spin up / spin down)**: -0.3081 / -0.3078 hartree

```
36
Properties=species:S:1:pos:R:3:lowdin_charge:R:1
Pb 1.62 -0.53 -0.13 1.48
O 2.14 0.55 -6.59 0.19
C 1.97 0.27 -5.44 -0.23
C 2.74 -0.81 -4.65 -0.25
O 3.61 -1.51 -5.09 0.18
C 2.20 -0.75 -3.26 -0.29
C 1.22 0.30 -3.15 -0.27
O 0.71 0.65 -2.06 -0.10
C 0.97 0.92 -4.47 -0.25
O 0.14 1.74 -4.78 0.17
O 2.52 -1.47 -2.30 -0.08
C 0.88 2.78 2.97 0.02
C 0.52 2.07 1.70 -0.53
O 1.40 1.64 0.93 -0.17
N -0.78 1.98 1.41 0.10
C -1.33 1.35 0.22 -0.09
C -1.71 -0.10 0.46 -0.26
C -2.96 -0.43 0.95 -0.01
C -3.28 -1.76 1.18 -0.03
C -2.34 -2.73 0.88 -0.03
C -1.11 -2.33 0.39 -0.15
N -0.80 -1.05 0.19 -0.03
H 1.95 2.69 3.13 0.10
H 0.35 2.34 3.81 0.08
H 0.61 3.83 2.89 0.10
H -1.42 2.15 2.17 0.15
H -0.60 1.41 -0.58 0.09
H -2.21 1.90 -0.08 0.14
H -3.67 0.36 1.17 0.12
H -4.24 -2.03 1.59 0.12
H -2.54 -3.78 1.04 0.12
H -0.35 -3.06 0.15 0.11
Cl -0.76 -0.63 4.03 -0.10
Ge 1.21 -1.40 3.09 -0.24
Cl 2.59 -0.98 4.77 -0.07
Cl 0.74 -3.56 3.42 -0.08
```

=====

(4)
The following is a quantum chemistry calculation of a structure of composition C13H10F5NOTi at a distorted geometry, from the Open Molecules 2025 dataset.

**Frontier orbital gap (spin up / spin down)**: 5.3 / 5.5 eV
**2S+1**: 2
**LUMO energy (spin up / spin down)**: 2.8 / 2.8 eV
**Energy above the lowest of the compared OMol25 structures with the same formula, charge and spin**: 52.59 kJ/mol
**Net charge**: -1
**Largest force on an atom**: 6.96 eV/A
**Highest occupied orbital energy (spin up / spin down)**: -0.0936 / -0.1000 hartree

```
31
Properties=species:S:1:pos:R:3:lowdin_charge:R:1
C -1.05 0.84 -3.46 -0.18
C 0.19 0.35 -2.93 -0.27
C 0.55 1.19 -1.81 -0.25
C -0.47 2.18 -1.65 -0.19
C -1.44 1.98 -2.69 -0.20
Ti -1.24 0.06 -1.22 0.71
N -3.02 0.86 -0.99 -0.27
C 1.15 -1.88 -1.26 -0.11
C 2.35 -1.29 -1.36 -0.08
H 1.48 1.12 -1.25 0.09
H 0.78 -0.46 -3.33 0.08
H -0.45 2.98 -0.92 0.10
H -2.29 2.61 -2.89 0.09
H -1.57 0.42 -4.32 0.09
H 2.65 -0.67 -2.21 0.05
H 0.92 -2.45 -0.36 0.05
H -3.94 0.84 -0.54 -0.18
H 3.11 -1.45 -0.59 0.05
H 0.46 -2.06 -2.10 0.05
F 1.02 -0.30 5.58 0.09
C 0.59 -0.36 4.30 -0.15
C 0.42 0.81 3.57 -0.14
F 0.68 2.01 4.14 0.10
C -0.01 0.74 2.26 -0.11
F -0.16 1.87 1.53 0.10
C -0.29 -0.50 1.66 -0.21
O -0.68 -0.57 0.39 -0.22
C -0.13 -1.67 2.42 -0.13
F -0.41 -2.86 1.85 0.09
C 0.31 -1.60 3.73 -0.14
F 0.48 -2.73 4.45 0.09
```

=====

(5)
The following is a quantum chemistry calculation of the molecule C13H10FN3 at a distorted geometry, from the Open Molecules 2025 dataset.

**Frontier orbital gap**: 10.0 eV
**LUMO energy**: 0.8 eV
**Energy above the lowest of the compared OMol25 structures with the same formula, charge and spin**: 53.07 kJ/mol
**Net charge**: 0
**Largest force on an atom**: 3.30 eV/A
**Highest occupied orbital energy**: -0.3409 hartree

```
27
Properties=species:S:1:pos:R:3:lowdin_charge:R:1
F 5.15 0.63 0.53 0.03
C 3.82 0.27 0.52 -0.25
C 3.52 -1.09 0.37 0.00
C 2.18 -1.43 0.14 -0.04
C 1.19 -0.44 0.10 -0.19
C -0.18 -0.81 -0.44 -0.28
C -1.42 -0.13 0.11 -0.18
C -2.52 -0.95 0.40 -0.04
C -3.78 -0.38 0.58 -0.08
C -3.94 1.01 0.52 -0.09
C -2.83 1.83 0.27 -0.07
C -1.58 1.25 0.00 -0.05
C 1.50 0.86 0.52 -0.01
C 2.85 1.25 0.64 0.01
H 4.29 -1.85 0.40 0.12
H 1.88 -2.48 0.01 0.12
H -0.32 -1.89 -0.24 0.13
H -2.39 -2.04 0.41 0.11
H -4.65 -1.03 0.73 0.10
H -4.94 1.44 0.60 0.10
H -2.95 2.91 0.23 0.10
H -0.77 1.88 -0.37 0.10
H 0.71 1.58 0.72 0.09
H 3.12 2.29 0.85 0.12
N -0.25 -0.59 -1.85 0.11
N 0.76 -0.92 -2.48 -0.19
N 1.56 -1.18 -3.27 0.22
```

=====

(6)
The following is a quantum chemistry calculation of a structure of composition C13H10FNO2S at a distorted geometry, from the Open Molecules 2025 dataset.

**Frontier orbital gap**: 8.3 eV
**LUMO energy**: -0.1 eV
**Net charge**: 0
**Largest force on an atom**: 19.27 eV/A
**Highest occupied orbital energy**: -0.3091 hartree

```
28
Properties=species:S:1:pos:R:3:lowdin_charge:R:1
N -4.50 -2.63 -2.79 0.29
C -3.28 -2.24 -2.63 -0.64
O -2.69 -1.63 -3.35 0.15
C -2.62 -2.60 -1.25 -0.07
C -1.49 -1.59 -0.90 -0.60
C -1.50 -0.93 0.53 -0.09
C -0.48 0.09 0.67 -0.10
C 0.36 -0.08 -0.48 -0.54
C 1.49 0.81 -0.74 -0.30
O 1.78 1.11 -1.94 0.02
C 2.05 1.41 0.64 0.02
C 2.62 0.66 1.63 -0.39
C 3.23 1.31 2.42 -0.11
C 3.28 2.64 2.69 -0.02
C 3.02 3.37 1.49 -0.16
C 2.28 2.98 0.50 0.00
H 1.96 3.53 -0.53 0.17
H 3.08 4.61 1.53 0.16
H 3.78 2.98 3.48 0.06
H 3.40 0.75 3.51 0.20
F 2.42 -0.65 1.53 0.13
S -0.45 -0.83 -1.58 1.20
H -0.29 0.37 1.71 0.11
H -2.27 -1.17 1.48 0.15
H -1.98 -3.79 -1.26 0.21
H -3.46 -2.75 -0.48 0.12
H -4.87 -3.16 -2.30 -0.03
H -4.87 -2.59 -3.58 0.04
```

=====

(7)
The following is a quantum chemistry calculation of a structure of composition C13H10I2N2O5PdS2 at a distorted geometry, from the Open Molecules 2025 dataset.

**Frontier orbital gap (spin up / spin down)**: 6.8 / 4.0 eV
**2S+1**: 5
**LUMO energy (spin up / spin down)**: -8.2 / -11.0 eV
**Energy above the lowest of the compared OMol25 structures with the same formula, charge and spin**: 254.16 kJ/mol
**Net charge**: +2
**Largest force on an atom**: 3.13 eV/A
**Highest occupied orbital energy (spin up / spin down)**: -0.5516 / -0.5513 hartree

```
35
Properties=species:S:1:pos:R:3:lowdin_charge:R:1
Pd 1.23 0.11 -0.82 0.64
O -6.04 2.54 1.34 0.16
C -5.02 2.72 0.51 -0.47
O -5.04 3.55 -0.35 0.16
C -3.79 1.84 0.65 -0.09
C -3.74 0.70 1.45 0.02
C -2.60 -0.09 1.48 0.01
C -1.50 0.25 0.70 -0.24
C -1.56 1.39 -0.09 -0.02
C -2.69 2.18 -0.12 0.03
N -0.31 -0.52 0.64 0.02
C -0.08 -1.58 1.30 -0.02
C 1.18 -2.28 1.14 -0.24
C 1.53 -3.39 1.88 0.04
C 2.77 -3.98 1.67 0.01
C 3.62 -3.44 0.73 0.00
C 3.20 -2.32 0.02 -0.12
N 2.02 -1.76 0.22 0.01
H -5.94 1.87 2.03 0.11
H -4.58 0.39 2.06 0.13
H -2.60 -0.97 2.12 0.12
H -0.69 1.67 -0.68 0.03
H -2.73 3.07 -0.74 0.14
H -0.82 -1.99 2.00 0.15
H 0.85 -3.80 2.62 0.14
H 3.06 -4.85 2.24 0.14
H 4.60 -3.86 0.53 0.13
H 3.84 -1.86 -0.72 -0.01
I 3.56 0.84 -2.27 0.76
I 6.09 -0.80 -2.41 0.50
O 1.57 3.93 -4.52 -0.20
S 2.64 3.09 -4.15 0.33
O 2.88 1.88 -4.87 -0.36
O 3.65 3.55 -3.25 -0.35
S 1.44 1.89 -2.36 0.35
```

=====

(8)
The following is a quantum chemistry calculation of a structure of composition C13H10MgN2O4S at a distorted geometry, from the Open Molecules 2025 dataset.

**Frontier orbital gap**: 6.8 eV
**LUMO energy**: -8.2 eV
**Net charge**: +2
**Largest force on an atom**: 5.25 eV/A
**Highest occupied orbital energy**: -0.5510 hartree

```
31
Properties=species:S:1:pos:R:3:lowdin_charge:R:1
Mg 0.17 -1.55 0.48 0.59
C 1.61 -2.91 1.86 0.12
O 2.38 -3.35 2.59 0.19
C -1.14 -3.39 -0.46 -0.01
O -1.28 -4.50 -0.22 0.18
C 1.34 -2.40 -1.44 0.05
O 2.11 -2.64 -2.27 0.18
C -2.23 -1.20 0.60 0.04
O -3.04 -0.42 0.75 0.21
C -1.87 -0.17 -3.87 -0.08
H -2.24 0.61 -3.21 0.04
H -1.02 0.04 -4.52 0.06
C -2.41 -1.38 -3.79 -0.08
H -1.91 -2.25 -4.22 0.06
H -3.23 -1.55 -3.10 0.05
N 1.63 1.00 -2.07 0.15
C 1.33 1.38 -0.82 -0.65
N 0.81 0.56 0.09 -0.01
C 0.54 1.23 1.30 -0.33
C -0.01 0.59 2.43 -0.06
C -0.02 1.31 3.63 -0.05
C 0.49 2.62 3.70 -0.03
C 1.01 3.24 2.55 -0.03
C 1.00 2.56 1.33 -0.40
S 1.63 3.02 -0.29 1.16
H 1.98 1.67 -2.73 0.13
H 1.31 0.10 -2.40 0.08
H -0.43 -0.45 2.36 0.07
H -0.43 0.83 4.52 0.12
H 0.49 3.16 4.65 0.13
H 1.43 4.24 2.57 0.13
```